66
Properties=species:S:1:pos:R:3 method="wB97M-V/def2-TZVPD" relative_energy_ev=7.347 lumo_ev="0.486 / -2.010" mol_weight_g_mol=768.61 spin_multiplicity=5 total_charge=0 gap_ev="5.628 / 5.114"
C -3.213 -3.007 -0.416
C -2.166 -2.100 -0.669
N -1.538 -1.498 0.408
C -1.869 -1.806 1.668
C -2.922 -2.697 1.938
C -3.595 -3.294 0.884
C -1.775 -1.706 -1.992
P -0.269 -0.739 -2.205
Ir -0.098 -0.118 0.013
P -0.073 0.263 2.322
C -0.999 -1.269 2.790
C 1.619 1.389 -0.444
C 2.902 0.950 -0.734
C 4.076 1.703 -0.862
C 3.851 3.043 -0.783
C 2.593 3.541 -0.498
C 1.477 2.713 -0.254
O -3.649 0.514 -1.736
O -3.451 1.426 0.803
H -3.707 -3.479 -1.268
H -3.168 -2.918 2.983
H -4.406 -3.991 1.067
C 1.066 -1.731 -2.919
C -0.595 0.539 -3.470
H -1.581 -1.109 3.708
H -0.230 -2.023 3.023
H -3.026 -0.236 -1.889
H -2.175 -2.280 -2.836
C 1.473 0.223 3.257
C -1.022 1.651 2.979
H 3.159 -0.379 -1.042
H 4.950 1.190 -1.046
H 4.697 3.660 -0.936
H 2.443 4.609 -0.435
H 0.521 3.123 -0.059
H -0.689 1.272 -0.544
H -3.500 2.370 0.580
H -3.592 0.983 -0.080
H -4.512 0.161 -1.996
H -1.314 0.856 0.087
H 0.777 -2.134 -3.907
H 1.962 -1.110 -3.044
H 1.306 -2.566 -2.251
H -0.772 0.077 -4.454
H -1.482 1.121 -3.188
H 0.274 1.207 -3.543
H -1.125 1.575 4.076
H -0.514 2.595 2.739
H -2.013 1.645 2.504
H 1.292 0.193 4.343
H 2.059 -0.653 2.985
H 2.065 1.105 3.023
F 3.761 1.449 1.824
C 4.266 0.225 1.509
F 5.538 0.411 1.236
F 4.175 -0.530 2.597
C 3.568 -0.626 0.357
O 1.910 -0.474 0.436
C 4.828 -1.238 -1.021
F 6.009 -1.163 -0.459
F 4.643 -2.503 -1.353
F 4.872 -0.569 -2.189
C 3.212 -2.044 0.729
F 4.296 -2.589 1.138
F 2.262 -2.168 1.698
F 2.631 -2.751 -0.297